(1)
The following is a DFT calculation (wB97M-V/def2-TZVPD) of a 13-piece molecular cluster, C13H40BNO20 overall in a non-equilibrium geometry.

Positions of all 75 atoms, in Å:
C (-30.354918, -29.439972, -20.034091)
C (-28.947376, -29.845305, -19.549305)
C (-28.873709, -29.240462, -18.104429)
C (-29.601178, -29.977166, -16.936183)
C (-29.098096, -31.400070, -16.897914)
C (-29.253305, -32.095070, -18.282524)
N (-28.638718, -31.281058, -19.399042)
O (-28.488119, -31.938110, -20.645332)
C (-30.751166, -32.340389, -18.547401)
C (-28.437772, -33.432430, -18.051790)
C (-27.872654, -29.054824, -20.391042)
H (-30.610667, -30.051973, -20.899047)
H (-30.400050, -28.465828, -20.521016)
H (-31.191261, -29.447019, -19.335104)
H (-29.301974, -28.241415, -18.185555)
H (-27.839461, -29.065488, -17.808085)
H (-30.682398, -29.983192, -17.074124)
H (-29.447876, -29.447945, -15.995702)
H (-29.575795, -31.950759, -16.087582)
H (-28.053973, -31.225691, -16.638138)
H (-31.393768, -31.459964, -18.545355)
H (-31.184754, -32.978722, -17.777573)
H (-30.929862, -32.827960, -19.505755)
H (-28.612364, -33.910967, -17.088140)
H (-27.364230, -33.282779, -18.166792)
H (-28.644282, -34.162514, -18.834358)
H (-27.764820, -29.461983, -21.396370)
H (-26.898916, -29.102892, -19.903571)
H (-28.062797, -28.021612, -20.681586)
O (-26.202188, -29.358310, -14.483313)
C (-25.397250, -28.374498, -14.498234)
O (-24.413422, -28.100958, -13.677671)
B (-23.724024, -26.878487, -14.232365)
O (-24.385571, -26.522250, -15.500780)
C (-25.405634, -27.295821, -15.636333)
O (-26.190059, -27.266873, -16.605744)
O (-23.719894, -25.731073, -13.316418)
C (-22.437471, -25.216536, -13.087038)
O (-22.208864, -24.213260, -12.474119)
C (-21.503966, -26.158719, -13.855060)
O (-22.238380, -27.123264, -14.431514)
O (-20.296626, -25.908673, -13.879715)
O (-23.685926, -28.582418, -17.868031)
H (-24.133069, -27.831903, -17.476857)
H (-22.758455, -28.346600, -17.847570)
O (-20.990314, -26.957149, -17.543737)
H (-20.988785, -27.038439, -16.589995)
H (-21.376102, -26.097185, -17.710681)
O (-19.670637, -23.350923, -11.320419)
H (-20.336835, -22.825800, -10.876969)
H (-19.930280, -23.339807, -12.241661)
O (-25.600001, -30.465621, -17.281310)
H (-25.168534, -29.924514, -17.942580)
H (-26.501199, -30.143817, -17.258614)
O (-24.595117, -29.266369, -10.776607)
H (-24.537879, -30.141987, -10.394193)
H (-24.083980, -29.323200, -11.583923)
O (-27.114721, -32.689060, -14.024573)
H (-26.171146, -32.643429, -13.870217)
H (-27.288890, -31.989946, -14.654750)
O (-25.304814, -23.930219, -16.720641)
H (-26.236579, -24.119881, -16.830554)
H (-24.940787, -24.728840, -16.338640)
O (-28.367134, -25.838059, -18.657253)
H (-27.885214, -26.649190, -18.495888)
H (-29.279924, -26.113828, -18.741001)
O (-19.883625, -23.157458, -14.065392)
H (-19.758593, -24.069738, -14.326838)
H (-20.772717, -22.945945, -14.350014)
O (-24.956255, -25.635649, -10.308362)
H (-24.480950, -26.380821, -10.675833)
H (-25.240004, -25.934424, -9.444387)
O (-23.944669, -22.665296, -11.410550)
H (-24.414386, -23.163763, -10.741876)
H (-23.404920, -23.315747, -11.859807)

Cartesian forces, eV/Å:
-0.41 -0.31 -1.81
-0.20 0.50 2.21
-0.41 0.31 0.37
-0.28 0.34 -1.16
0.09 1.25 -0.45
0.65 0.31 0.03
1.19 0.32 0.03
-0.83 0.01 0.71
-0.30 -0.68 0.15
-0.33 0.21 -1.51
-0.10 -1.11 -0.51
-0.16 -0.65 0.12
0.42 0.58 0.35
0.28 -0.32 0.32
-0.11 0.22 0.10
0.13 -0.13 -0.01
-0.21 0.18 -0.26
0.30 0.05 0.07
-0.04 -0.33 -0.11
0.39 -0.89 -0.12
0.43 0.31 0.02
0.00 -0.36 0.22
0.37 -0.03 -0.13
-0.29 0.27 0.16
-0.02 0.56 0.19
-0.33 -0.02 -0.11
0.06 -0.82 0.17
0.04 -0.12 0.02
-0.62 0.37 0.95
3.58 4.28 0.46
-4.24 -3.90 -1.22
0.80 1.10 -0.43
1.24 0.42 1.11
1.46 0.59 0.97
-3.88 -1.92 -3.12
2.17 0.06 2.97
1.63 0.93 0.78
-3.29 -1.01 -0.66
0.59 -1.28 -0.82
1.37 0.52 0.13
1.23 0.80 0.20
-2.35 -1.63 -0.71
0.09 -0.08 -0.13
-0.23 0.20 -0.14
0.45 0.15 -0.09
0.06 -0.22 -0.27
0.00 -0.10 0.45
-0.15 0.24 -0.11
0.49 0.02 0.93
-0.21 0.01 0.09
-0.06 0.01 -0.65
0.11 -0.39 0.36
0.28 0.11 -0.15
-0.23 -0.08 -0.10
0.03 0.23 0.35
-0.06 -0.19 0.09
-0.02 0.09 -0.48
-0.17 -0.40 0.34
0.19 0.13 -0.07
-0.02 0.30 -0.29
0.20 0.48 -0.05
-0.27 -0.16 -0.14
0.06 -0.29 0.09
0.02 0.65 -0.04
0.23 -0.35 0.13
-0.16 -0.16 -0.04
0.27 0.64 -0.27
0.05 -0.51 0.08
-0.28 0.12 -0.03
-0.03 0.43 0.08
0.06 -0.29 -0.24
-0.08 -0.13 0.17
-0.59 1.01 0.49
-0.17 -0.24 0.07
0.14 -0.20 -0.09

## Properties
- energy above the lowest of the compared OMol25 structures with the same formula, charge and spin (kcal/mol) = 48.5
- HOMO-LUMO gap (eV) = 2.953
- electronic energy (eV) = -57251.5980
- LUMO energy (Eh) = 0.118
- charge = -2
- strongest force on any atom (eV/A) = 5.89
- highest occupied orbital energy (eV) = 0.25

Here are the Mulliken charges for atoms 1 to 6, given in e: atom 1 (C): -2.0383, atom 2 (C): 1.9275, atom 3 (C): -0.1770, atom 4 (C): -1.0817, atom 5 (C): -0.1672, atom 6 (C): 1.6793

(2)
The following is a DFT calculation (wB97M-V/def2-TZVPD) of a 5-piece molecular cluster, C13H41NO20P4S overall in a non-equilibrium geometry.

Positions of all 80 atoms, in Å:
N (-4.087823, 7.674126, -2.495989)
C (-3.756707, 7.669853, -1.090039)
O (-2.353280, 7.836051, -0.825037)
S (-1.423192, 6.632992, -1.374004)
O (-0.106892, 7.191884, -1.434302)
O (-1.384993, 5.572477, -0.088237)
O (-2.309018, 4.506576, -0.369690)
H (-4.670983, 6.899628, -2.767741)
H (-3.287426, 7.771214, -3.099777)
H (-4.226458, 8.531524, -0.617111)
H (-4.147562, 6.795377, -0.563690)
H (-2.384677, 4.453015, -1.339065)
C (2.388327, -0.434097, -2.351699)
O (1.565052, 0.726883, -2.575638)
P (-0.038406, 0.526284, -2.666142)
O (-0.545733, 1.755881, -3.293192)
O (-0.309279, 0.438845, -1.086250)
C (0.074743, 1.548660, -0.276505)
O (-1.061679, -0.666032, -2.951839)
C (-0.974669, -1.316101, -4.242235)
H (3.403987, -0.087301, -2.184153)
H (2.050360, -0.985500, -1.471267)
H (2.376121, -1.090106, -3.222355)
H (0.087803, 2.476586, -0.848293)
H (1.055943, 1.375209, 0.167210)
H (-0.651708, 1.638404, 0.528004)
H (0.024460, -1.715890, -4.411158)
H (-1.231019, -0.611029, -5.033658)
H (-1.680462, -2.139965, -4.249879)
C (-0.539787, 5.297935, 6.333111)
O (-0.006491, 4.464570, 5.286755)
P (-0.885867, 3.168589, 4.767162)
O (0.204937, 2.433584, 4.080477)
O (-1.841709, 4.053759, 3.825986)
C (-1.252736, 4.980304, 2.908978)
O (-2.051677, 2.027446, 4.820580)
C (-1.964340, 1.031864, 5.854729)
H (0.114124, 6.160254, 6.430306)
H (-1.546701, 5.642160, 6.082438)
H (-0.561367, 4.762062, 7.282398)
H (-0.245464, 4.683934, 2.619227)
H (-1.229823, 5.977841, 3.351568)
H (-1.884090, 5.009383, 2.031981)
H (-1.947406, 1.486060, 6.845830)
H (-1.070972, 0.421500, 5.711587)
H (-2.846510, 0.403098, 5.775342)
C (2.509740, -0.296960, 5.528716)
O (3.626382, -1.113885, 5.946078)
P (3.395812, -2.703836, 6.117198)
O (4.524490, -3.178876, 6.925244)
O (3.493935, -3.076963, 4.555999)
C (4.693119, -2.762634, 3.855071)
O (2.160399, -3.708638, 6.309240)
C (1.357718, -3.547674, 7.495454)
H (2.884565, 0.703121, 5.335861)
H (2.060106, -0.687300, 4.613650)
H (1.756243, -0.247742, 6.315581)
H (5.552738, -2.726971, 4.524369)
H (4.587496, -1.806092, 3.340583)
H (4.850051, -3.542180, 3.112563)
H (0.944302, -2.540348, 7.560308)
H (1.953406, -3.760793, 8.383629)
H (0.538431, -4.257488, 7.431667)
C (1.104373, -6.193517, -9.001154)
O (0.971018, -5.575363, -7.706411)
P (-0.424452, -5.764812, -6.895011)
O (-0.403092, -4.721672, -5.861722)
O (-0.065178, -7.241897, -6.355683)
C (1.115278, -7.422890, -5.579407)
O (-1.943403, -6.234854, -7.119582)
C (-2.778540, -5.414386, -7.964683)
H (2.136740, -6.072935, -9.316337)
H (0.870022, -7.259247, -8.948120)
H (0.452948, -5.710024, -9.729227)
H (1.399370, -6.508178, -5.059158)
H (1.937456, -7.754249, -6.215913)
H (0.907149, -8.200280, -4.847667)
H (-2.347626, -5.304075, -8.960033)
H (-2.921469, -4.432647, -7.512312)
H (-3.738480, -5.913506, -8.053519)

Cartesian forces, eV/Å:
-0.05 -0.02 0.15
-0.69 0.38 0.26
0.07 -0.22 -0.02
-0.08 -0.27 -0.63
0.18 0.17 0.32
0.08 0.20 -0.41
-0.43 0.00 0.37
0.22 -0.16 -0.12
-0.04 0.03 -0.09
0.33 0.12 0.17
0.13 -0.20 -0.18
0.37 -0.03 -0.07
0.05 0.01 0.21
-0.12 -2.05 -1.45
-2.13 3.39 2.84
0.34 -0.11 -0.62
-0.22 -0.24 -0.02
0.09 0.10 0.23
2.09 -1.18 -0.94
-0.14 0.06 -0.16
-0.02 0.08 -0.02
-0.03 0.03 -0.01
0.03 0.01 0.00
0.00 -0.02 -0.04
0.03 0.00 -0.07
-0.04 -0.03 -0.03
-0.03 -0.08 -0.03
0.02 0.04 0.04
0.00 0.00 0.12
-0.05 0.19 -0.17
-1.23 -0.92 2.79
1.55 0.12 -6.65
0.30 -0.21 0.86
-0.39 -0.20 0.20
-0.03 0.28 0.17
-0.26 0.97 3.13
0.09 -0.20 -0.13
0.05 -0.03 -0.05
0.01 -0.01 -0.01
0.03 0.04 0.02
0.00 -0.08 0.05
0.09 -0.01 0.02
-0.10 -0.12 0.05
-0.04 -0.04 0.02
0.01 0.03 -0.01
-0.02 0.04 -0.07
0.04 0.08 -0.25
-2.26 -0.02 1.18
3.68 -2.23 -2.30
-0.21 0.38 0.62
-0.23 -0.27 -0.02
0.04 0.12 -0.11
-1.26 2.21 0.62
0.08 -0.19 0.14
0.05 -0.01 0.02
0.02 -0.01 0.01
0.02 0.04 0.01
-0.03 -0.01 0.04
0.02 0.03 0.06
-0.03 -0.03 0.03
-0.02 0.00 0.00
0.02 0.02 -0.02
0.03 -0.03 -0.08
0.13 -0.18 0.04
-1.78 0.53 -1.97
1.52 -1.81 4.88
-0.11 0.75 -0.57
-0.30 -0.13 0.10
0.13 -0.06 -0.05
0.54 0.76 -2.66
-0.16 0.12 0.16
0.01 0.06 0.07
-0.01 0.02 0.04
0.03 0.02 -0.02
-0.03 0.03 -0.02
0.02 0.06 -0.01
-0.05 0.01 0.00
-0.02 -0.02 -0.02
0.03 -0.01 0.01
0.03 -0.07 0.06

## Properties
- HOMO-LUMO gap (eV) = 9.086
- electronic energy (eV) = -104575.4080
- LUMO energy (Eh) = -0.026
- strongest force on any atom (eV/A) = 6.83
- highest occupied orbital energy (eV) = -9.80

Here are the Mulliken charges for atoms 1 to 6, given in e: atom 1 (N): -0.5380, atom 2 (C): -0.1675, atom 3 (O): -0.2548, atom 4 (S): 0.6901, atom 5 (O): -0.5464, atom 6 (O): -0.2572

Question: LUMO energy of number 2 (C13H41NO20P4S)?
Answer: -0.026 Eh

Question: The lowest strongest force on any atom belongs to which entry?
Answer: C13H40BNO20

Question: Number 1 is which compound?
Answer: C13H40BNO20